{"formula": "C33H79O23P5", "method": "the ωB97M-V functional and the def2-TZVPD basis", "de_lowest_kcal_mol": 166.26, "smiles": "CCOCOP(=O)(OCOCC)OC[C@@H]1CO1.CCOP(=O)(OCC)OCC.CCOP(=O)(OCC)OCC.CCOP(=O)(OCC)OCC.CCOP(=O)(OCC)OCC", "molar_mass_g_mol": 998.842, "max_force_ev_per_a": 8.3, "orbital_gap_ha": 0.348, "symbols": ["P", "P", "P", "P", "P", "O", "O", "O", "O", "O", "O", "O", "O", "O", "O", "O", "O", "O", "O", "O", "O", "O", "O", "O", "O", "O", "O", "O", "C", "C", "C", "C", "C", "C", "C", "C", "C", "C", "C", "C", "C", "C", "C", "C", "C", "C", "C", "C", "C", "C", "C", "C", "C", "C", "C", "C", "C", "C", "C", "C", "C", "H", "H", "H", "H", "H", "H", "H", "H", "H", "H", "H", "H", "H", "H", "H", "H", "H", "H", "H", "H", "H", "H", "H", "H", "H", "H", "H", "H", "H", "H", "H", "H", "H", "H", "H", "H", "H", "H", "H", "H", "H", "H", "H", "H", "H", "H", "H", "H", "H", "H", "H", "H", "H", "H", "H", "H", "H", "H", "H", "H", "H", "H", "H", "H", "H", "H", "H", "H", "H", "H", "H", "H", "H", "H", "H", "H", "H", "H", "H"], "positions_angstrom": [[9.682, 2.774, -7.201], [-4.225, 5.431, 7.231], [-5.123, -6.735, -0.776], [1.435, 1.081, -3.301], [-3.234, -2.722, 3.941], [5.119, 1.592, -3.411], [2.926, 1.305, -3.812], [10.208, 3.488, -6.011], [9.404, 1.256, -6.709], [-2.845, 6.161, 6.725], [-3.782, 4.009, 7.084], [1.380, 1.073, -1.836], [0.609, 2.259, -3.959], [0.515, -2.300, -2.775], [0.891, -0.277, -3.916], [11.058, 2.538, -8.061], [-2.159, -2.655, 2.920], [-2.776, -4.044, 4.797], [-4.007, 5.633, 8.843], [-5.038, -6.258, 0.628], [-3.542, -7.007, -1.115], [-5.462, -6.579, -2.364], [8.782, 2.634, -8.554], [-2.869, -1.587, 5.038], [-1.361, 4.203, -1.514], [-5.005, 6.871, 7.114], [-5.650, -8.264, -0.685], [-4.777, -2.900, 4.432], [-0.262, 3.642, -2.171], [-2.978, -0.208, 4.667], [-6.719, 7.248, 8.823], [-4.188, 4.544, 9.752], [-1.964, -5.051, 4.196], [9.618, 3.912, -10.469], [-7.978, -8.351, -1.411], [-0.596, 2.582, -3.247], [8.576, 3.814, -9.372], [-3.233, 7.182, 4.542], [-5.639, -5.188, 4.240], [1.463, -1.461, -3.313], [-0.582, 3.243, -0.763], [-6.995, -8.511, -0.265], [6.994, 0.922, -6.491], [-1.890, -7.235, 0.637], [-3.901, -5.153, -3.602], [-2.503, 6.115, 5.339], [-5.280, -5.279, -2.983], [0.331, -1.577, -0.394], [6.079, 2.227, -2.587], [6.652, 1.308, -1.492], [8.335, 1.013, -5.789], [12.191, 3.390, -7.886], [-5.642, -3.784, 3.668], [13.243, 2.708, -7.038], [-2.850, 3.988, 10.186], [-2.513, -6.324, -0.398], [-4.406, 0.293, 4.778], [3.872, 1.539, -2.778], [-6.433, 6.912, 7.372], [-0.314, -1.695, -1.788], [-0.528, -4.926, 4.659], [-7.023, -9.535, 0.105], [0.078, 3.685, -0.030], [-4.821, 0.066, 5.759], [9.296, 4.615, -11.239], [-3.144, -4.971, -2.841], [-6.901, 5.966, 7.088], [-2.261, 3.664, 9.328], [7.585, 3.716, -9.813], [-1.306, 3.106, -3.886], [13.589, 1.796, -7.527], [1.935, -2.013, -4.129], [5.695, 3.160, -2.155], [-4.733, -5.724, 3.960], [-6.488, -5.756, 3.858], [6.928, 2.518, -3.210], [14.099, 3.366, -6.879], [8.573, 4.714, -8.752], [-6.060, 8.042, 9.173], [11.901, 4.349, -7.457], [-7.664, -8.942, -2.271], [8.319, 1.793, -5.021], [-4.444, 1.371, 4.615], [6.708, 1.887, -6.914], [0.077, -2.415, 0.254], [3.671, 2.470, -2.233], [-7.256, -7.851, 0.568], [-2.637, -7.617, 1.334], [-6.040, -5.198, -3.759], [-2.271, 4.755, 10.702], [-1.430, -8.100, 0.158], [-2.361, -6.019, 4.511], [7.038, 0.209, -7.315], [-2.591, -0.061, 3.655], [-8.033, -7.310, -1.737], [-8.977, -8.666, -1.107], [-0.050, -0.662, 0.064], [-0.126, -3.937, 4.436], [7.029, 1.946, -0.690], [-2.894, -5.410, 0.058], [-0.717, -0.723, -2.076], [-2.863, 7.216, 3.516], [-3.625, -6.068, -4.124], [-5.460, -4.481, -2.260], [-4.719, 4.938, 10.623], [-2.038, -5.012, 3.109], [-6.645, -3.363, 3.729], [7.490, 0.719, -1.872], [-1.754, -6.028, -1.126], [-3.873, -4.317, -4.301], [-1.180, -2.354, -1.684], [12.598, 3.591, -8.880], [8.559, 0.068, -5.295], [-5.045, -0.190, 4.035], [-5.682, -5.162, 5.328], [-3.100, 8.162, 5.000], [9.795, 2.937, -10.923], [-7.757, 7.560, 8.945], [-1.427, 6.282, 5.279], [6.215, 0.612, -5.792], [-6.843, 7.688, 6.726], [0.632, 4.243, -2.332], [-2.983, 3.139, 10.858], [10.570, 4.267, -10.077], [5.914, 0.600, -1.112], [-4.306, 6.983, 4.511], [-5.349, -3.792, 2.615], [-0.466, -5.060, 5.740], [-2.338, 0.350, 5.350], [-4.817, 3.767, 9.317], [12.840, 2.418, -6.067], [-6.558, 6.383, 9.466], [0.102, -5.676, 4.177], [-1.019, 2.256, -0.717], [3.901, 0.726, -2.045], [2.274, -1.207, -2.618], [-1.125, -6.700, 1.204], [-1.029, 1.734, -2.720], [-2.707, 5.119, 4.934], [1.411, -1.453, -0.482]], "lowdin_charge": [0.536, 0.586, 0.538, 0.402, 0.535, -0.108, -0.092, -0.219, -0.193, -0.219, -0.218, -0.205, -0.133, -0.079, -0.114, -0.214, -0.225, -0.210, -0.212, -0.225, -0.209, -0.196, -0.197, -0.194, -0.035, -0.203, -0.193, -0.195, -0.300, -0.278, -0.072, -0.301, -0.307, -0.070, -0.082, -0.140, -0.253, -0.085, -0.068, -0.251, -0.077, -0.280, -0.072, -0.072, -0.066, -0.290, -0.252, -0.056, -0.255, -0.056, -0.277, -0.306, -0.248, -0.075, -0.074, -0.299, -0.080, -0.264, -0.258, -0.239, -0.071, 0.118, 0.114, 0.083, 0.080, 0.058, 0.113, 0.076, 0.116, 0.135, 0.077, 0.143, 0.117, 0.060, 0.079, 0.106, 0.076, 0.115, 0.089, 0.105, 0.082, 0.095, 0.074, 0.070, 0.069, 0.138, 0.108, 0.077, 0.115, 0.078, 0.078, 0.113, 0.083, 0.108, 0.066, 0.077, 0.071, 0.076, 0.077, 0.101, 0.095, 0.076, 0.090, 0.115, 0.111, 0.092, 0.115, 0.071, 0.112, 0.081, 0.114, 0.110, 0.120, 0.065, 0.087, 0.080, 0.089, 0.079, 0.116, 0.069, 0.116, 0.151, 0.077, 0.060, 0.069, 0.064, 0.109, 0.077, 0.118, 0.105, 0.076, 0.064, 0.074, 0.106, 0.124, 0.122, 0.071, 0.111, 0.105, 0.069]}